Formula: C3H8OS
Source: the Open Molecules 2025 dataset
Level of theory: wB97M-V/def2-TZVPD

Results
F_max   1.61 eV/Å
HOMO level   -0.3135 Eh
ΔE to the lowest compared entry with this formula, charge and spin   102.5 kJ/mol
Net charge   0
Structure (SMILES)   C=O.CSC

Geometry as XYZ:
```
13
Properties=species:S:1:pos:R:3:mulliken_charge:R:1
O 2.525 -6.723 2.137 -0.373
C 2.963 -6.462 1.050 -0.073
H 2.316 -6.800 0.216 0.214
H 3.900 -5.927 0.870 0.233
C -1.395 1.996 -1.536 -0.788
S -2.260 2.371 -0.003 -0.050
C -1.251 3.715 0.621 -0.834
H -2.121 1.449 -2.128 0.278
H -0.478 1.412 -1.413 0.278
H -1.075 2.891 -2.073 0.258
H -0.269 3.399 0.937 0.295
H -1.046 4.501 -0.110 0.277
H -1.810 4.178 1.430 0.287
```